The following is a quantum chemistry calculation of a cluster of 14 separate species, C81H203N13O27 in total at a distorted geometry, from the OMol25 dataset.

**HOMO level**: -8.034 eV
**M**: 1791.579 g/mol
**Kohn-Sham gap**: 8.6 eV

Last column: Mulliken charge in e.
CARTESIAN COORDINATES (ANGSTROEM)
C 19.45469 18.32133 22.00448  -1.16
C 18.31594 19.25561 21.71265  0.98
C 18.71041 20.62462 22.27262  1.85
O 17.99478 19.32600 20.32245  -0.22
H 19.64025 18.14001 23.06819  0.54
H 20.39650 18.70962 21.54005  -0.37
H 19.29107 17.35816 21.55265  0.46
H 17.44730 18.92180 22.27348  0.02
H 18.08933 21.37745 21.88928  -1.71
H 19.67339 20.90429 21.86354  -0.77
H 18.75597 20.60534 23.34428  0.77
H 17.22408 19.87872 20.33865  0.03
C 23.20848 14.99048 16.78638  0.42
O 24.52601 15.40475 16.64465  0.17
C 25.09596 15.32828 15.33980  -0.60
C 26.34916 16.12319 15.30352  0.68
N 26.86116 16.07892 13.97451  -0.23
C 28.04230 16.83064 13.70696  0.44
C 28.51114 16.67577 12.23087  -1.06
O 29.00814 15.33304 12.21046  -0.35
C 29.32016 14.95904 10.87445  -0.88
H 23.05723 13.91274 16.69472  0.33
H 22.68470 15.54047 15.97372  -0.41
H 22.88879 15.31906 17.79122  -0.46
H 24.31010 15.68599 14.62164  0.09
H 25.40958 14.26080 15.11677  0.31
H 27.02407 15.71597 16.05239  0.04
H 26.17335 17.14160 15.62642  -0.53
H 27.10920 15.09958 13.78396  0.35
H 28.96467 16.64241 14.26984  0.41
H 27.85118 17.92164 13.90663  -0.63
H 29.30281 17.40792 12.06985  0.51
H 27.60840 16.76039 11.65109  0.49
H 30.16357 14.26873 10.84893  0.23
H 29.40399 15.81256 10.25609  0.38
H 28.51763 14.44477 10.37486  0.31
C 28.53426 20.22713 14.82761  -0.02
O 28.30874 20.41549 16.19783  0.75
C 27.08477 21.02140 16.51663  -0.20
C 27.03572 21.37088 18.00606  -0.74
N 28.16298 22.18474 18.33646  0.12
C 28.83747 21.95434 19.60693  0.81
C 30.09347 22.84592 19.74296  -1.10
O 31.08667 22.48311 18.85529  -0.06
C 32.03781 23.49369 18.66031  -0.95
H 29.50142 19.66047 14.63303  -0.12
H 28.55616 21.26605 14.34334  0.35
H 27.75886 19.69944 14.25375  -0.42
H 26.16363 20.35596 16.32438  -0.09
H 26.95818 21.97942 15.98836  0.27
H 26.97246 20.49101 18.63837  -0.05
H 26.09109 21.93825 18.22380  -0.10
H 28.89090 22.02864 17.60546  0.42
H 29.15790 20.91656 19.75306  -0.40
H 28.04883 22.23546 20.34242  -0.14
H 30.41248 22.76122 20.81391  0.32
H 29.72730 23.83898 19.53570  0.46
H 32.73725 23.49413 19.47396  0.35
H 31.61620 24.45776 18.64041  0.34
H 32.51440 23.17892 17.77254  0.23
C 14.40135 19.61581 21.14620  -0.99
O 15.40541 20.38928 20.57448  -0.15
C 14.92681 21.05890 19.40835  -1.11
C 15.92736 22.07960 18.95082  0.10
N 15.81554 23.37796 19.67210  -0.37
C 15.81241 23.19549 21.13323  0.74
C 15.20765 24.39274 21.83554  -1.37
O 16.14680 25.44630 21.86755  -0.13
C 15.58665 26.58740 22.47680  -0.93
H 13.69619 20.24194 21.68152  0.25
H 14.89320 18.91793 21.85581  0.22
H 13.86719 19.01925 20.40427  0.40
H 14.03366 21.64087 19.67231  0.44
H 14.78383 20.30483 18.65704  0.64
H 15.78621 22.25381 17.90144  0.47
H 16.85433 21.57699 18.94783  -0.39
H 16.46740 24.09870 19.43870  0.29
H 16.76966 22.99688 21.54800  -0.84
H 15.11831 22.44439 21.44476  0.44
H 14.78633 24.14632 22.81232  0.43
H 14.42038 24.67637 21.16465  0.47
H 16.34858 27.32644 22.55873  0.25
H 15.28753 26.37863 23.51492  0.33
H 14.70713 26.96778 21.98990  0.36
C 19.89556 26.44817 17.12037  -0.62
O 18.90363 25.72216 16.36789  -0.36
C 19.26259 25.58287 15.01979  0.19
C 18.36550 24.55133 14.36269  -0.88
N 18.63250 23.18959 14.88170  0.09
C 17.67827 22.09642 14.46348  -0.98
C 17.99714 20.91987 15.36042  -0.31
O 18.17246 21.37490 16.69764  0.07
C 18.73070 20.38144 17.51243  -1.94
H 19.38304 26.94908 17.90521  0.15
H 20.37027 27.13560 16.44242  0.43
H 20.66065 25.73132 17.51111  0.22
H 20.32345 25.32578 14.88121  -0.32
H 19.23837 26.56346 14.52466  0.56
H 18.48215 24.48576 13.24440  0.42
H 17.30048 24.88126 14.50189  0.33
H 18.49665 23.25160 15.94706  -0.16
H 17.76609 21.78649 13.40630  0.34
H 16.63941 22.35601 14.61295  0.43
H 18.88029 20.38870 15.08994  0.19
H 17.10256 20.25979 15.39917  0.22
H 18.16477 19.51595 17.69519  1.28
H 19.04334 20.79244 18.45800  0.13
H 19.68672 20.07259 17.14067  0.67
C 25.97586 22.50585 9.72155  -0.54
O 25.97075 21.16042 10.17874  -0.44
C 25.85372 21.06452 11.61041  -0.14
C 24.42707 20.95265 12.07941  -0.17
N 23.61916 19.88012 11.34538  -0.30
C 23.70296 18.51583 11.90782  -1.03
C 22.79857 18.35231 13.06732  -0.70
O 23.48588 18.79055 14.25024  0.62
C 22.70885 18.53148 15.42843  0.43
H 25.83248 22.55547 8.63382  0.29
H 26.91805 23.05216 9.98252  0.24
H 25.22645 23.05218 10.24740  0.19
H 26.34333 21.91036 12.05330  0.41
H 26.21610 20.08720 11.90460  -0.04
H 23.95293 21.88248 11.95051  0.28
H 24.40062 20.61481 13.11336  -0.06
H 23.69351 19.98474 10.33058  0.33
H 24.70242 18.45910 12.26900  0.04
H 23.58989 17.82925 11.08204  0.55
H 22.47085 17.30093 13.15611  0.26
H 21.97456 18.97388 13.02042  0.56
H 21.69493 18.87499 15.28352  0.47
H 23.12948 18.98553 16.29890  -0.47
H 22.57443 17.48722 15.71245  -0.77
C 21.57038 15.71696 25.05540  -0.96
O 22.10825 16.88413 25.61430  0.17
C 21.74845 17.19545 26.89658  -1.09
C 21.94921 18.67815 26.93860  -0.26
N 23.41563 18.93415 26.68451  -0.19
C 23.76538 20.31135 26.46606  -1.36
C 22.88595 21.02179 25.46572  -0.53
O 23.03987 20.33184 24.22108  0.80
C 22.25561 20.64064 23.18440  -0.66
H 20.49465 15.73986 24.92615  0.46
H 21.82159 14.78882 25.56284  0.37
H 22.07284 15.64806 24.10811  -0.01
H 22.46544 16.73991 27.64591  0.29
H 20.77221 16.85012 27.08828  0.61
H 21.75188 19.01066 27.95063  0.40
H 21.25602 19.10881 26.24284  0.15
H 23.79136 18.38623 25.90857  0.19
H 24.81110 20.49769 26.09614  0.35
H 23.75817 20.88044 27.42360  0.35
H 23.13876 22.12444 25.35932  0.40
H 21.88172 21.02549 25.85857  0.40
H 21.33670 21.18855 23.47825  0.59
H 21.98595 19.76461 22.74664  0.14
H 22.66990 21.27748 22.40771  -0.47
C 26.25612 17.50040 18.82571  0.83
O 25.32181 18.45018 19.43324  1.11
C 24.09051 17.69848 19.63614  0.50
C 23.03875 18.72202 20.03202  0.72
N 22.64614 19.54403 18.91001  1.20
C 23.50269 20.66725 18.68530  0.14
C 22.99355 21.60428 17.62828  1.29
O 21.59191 21.79918 18.04500  1.28
C 21.01936 22.92883 17.41850  -0.50
H 27.22150 17.91437 18.98635  -0.67
H 26.01234 17.42912 17.72846  -0.55
H 26.27320 16.55626 19.38957  -0.34
H 24.25830 16.89273 20.38403  -0.32
H 23.80783 17.19454 18.68142  -0.68
H 23.38323 19.31891 20.84896  -1.11
H 22.21365 18.07321 20.31266  0.18
H 21.71613 19.90004 18.97639  -0.52
H 24.54441 20.43822 18.39796  -0.33
H 23.63956 21.33546 19.57277  -0.60
H 23.09472 21.10607 16.65639  0.31
H 23.49769 22.62548 17.69551  -1.33
H 21.05048 22.92942 16.28057  0.34
H 21.49784 23.82221 17.79080  0.28
H 19.95642 23.00026 17.72598  -1.27
C 35.75234 17.37949 15.18375  -0.76
O 34.46381 17.81264 14.81772  -0.27
C 34.33197 19.24459 14.69218  -0.65
C 32.80697 19.49070 14.60405  -0.92
N 31.93927 18.90759 15.58509  0.23
C 31.83864 19.51825 16.93187  -0.89
C 30.77778 18.80032 17.78931  1.22
O 31.12220 17.44904 17.67893  -0.54
C 30.47040 16.66761 18.60661  0.23
H 36.56056 17.43485 14.43458  0.27
H 35.58173 16.32148 15.48951  0.23
H 36.02163 17.93472 16.10424  0.32
H 34.84345 19.55520 13.74439  0.36
H 34.75837 19.69112 15.58261  0.41
H 32.57151 18.94110 13.62502  0.29
H 32.42528 20.53159 14.54058  0.40
H 32.18358 17.95238 15.72273  0.30
H 31.52228 20.54927 16.74667  0.34
H 32.79412 19.49090 17.59975  0.17
H 29.81081 18.99233 17.29921  -0.53
H 30.63652 19.15488 18.80083  -0.03
H 30.88324 16.88914 19.67848  -0.04
H 30.57992 15.59655 18.43519  0.46
H 29.35825 16.86558 18.60789  -0.38
C 25.93798 15.44969 25.48855  -0.76
O 26.19379 15.80778 24.16909  -0.10
C 25.69318 17.14688 23.88258  -0.50
C 26.39859 17.63322 22.62871  0.90
N 27.83269 18.12132 22.89606  -0.45
C 28.47718 18.54554 21.70037  1.55
C 29.94589 18.83804 22.05512  -0.95
O 30.72618 17.57587 22.09622  -0.38
C 32.10351 17.84682 22.09746  -0.74
H 24.86797 15.68948 25.83249  0.12
H 26.72889 15.79731 26.15602  0.30
H 25.95566 14.29500 25.46926  0.25
H 25.94400 17.87539 24.71017  0.50
H 24.61302 17.11908 23.68815  0.14
H 25.84265 18.48294 22.28837  -0.64
H 26.30688 16.83935 21.90161  -0.37
H 28.35999 17.34087 23.35100  0.45
H 27.94582 19.42707 21.28242  -0.57
H 28.47860 17.88862 20.86708  -0.65
H 29.98100 19.27932 23.05103  0.44
H 30.41846 19.44849 21.28961  0.64
H 32.54507 17.00960 22.54129  0.26
H 32.34194 18.71158 22.73524  0.35
H 32.54416 18.05997 21.08052  0.19
C 19.98816 17.47502 18.41188  -1.27
O 20.33902 17.21192 17.09271  0.80
C 19.54864 16.17582 16.52257  -0.69
C 19.52005 16.35867 15.01669  -0.05
N 18.88900 15.27882 14.37838  -0.32
C 19.63401 14.00026 14.37220  -0.10
C 19.14639 13.05333 13.25915  -0.60
O 19.21359 13.72538 12.00375  -0.29
C 19.07067 12.84964 10.88063  -0.78
H 20.68739 18.16118 18.84070  -0.44
H 20.01269 16.59163 19.03403  0.63
H 19.01824 17.96198 18.49385  0.44
H 18.45512 16.24288 16.92839  0.24
H 19.94564 15.14689 16.70216  -0.13
H 20.58171 16.51315 14.72073  -0.08
H 18.96186 17.25858 14.77101  0.40
H 18.62451 15.55967 13.49712  0.34
H 19.51521 13.44485 15.36119  0.24
H 20.74488 14.14845 14.34369  0.09
H 18.08345 12.75976 13.51278  0.33
H 19.78405 12.09139 13.29963  0.35
H 18.49648 11.91878 10.98541  0.32
H 20.12480 12.64793 10.52028  0.29
H 18.70199 13.47843 10.02035  0.23
C 28.42858 26.04224 16.65103  -0.50
O 27.12203 26.69261 16.64771  -0.43
C 26.22948 26.07023 17.56545  -0.73
C 25.65125 24.83771 16.93921  1.09
N 25.15582 25.11424 15.61045  -0.10
C 24.80774 23.90784 14.88591  0.41
C 23.77110 24.21566 13.84005  -0.41
O 24.41153 25.16075 12.95357  -0.36
C 23.58013 26.10401 12.29844  -0.88
H 29.06724 26.43861 15.89134  0.36
H 28.25344 24.92641 16.52108  0.11
H 28.85361 26.21724 17.64606  0.25
H 25.42560 26.79313 17.65638  0.36
H 26.76305 26.03931 18.53915  0.30
H 24.81975 24.50522 17.61773  -0.80
H 26.40296 24.00330 16.94251  -0.42
H 25.90775 25.57676 15.15130  0.36
H 24.39606 23.19532 15.58661  -0.07
H 25.62682 23.36140 14.27543  -0.22
H 22.93301 24.68243 14.34637  0.07
H 23.49077 23.35266 13.26596  0.40
H 23.10529 26.76417 13.00339  0.33
H 22.82102 25.59032 11.66208  0.31
H 24.11400 26.69717 11.62797  0.30
C 25.58195 21.19482 21.98368  0.20
O 25.41609 22.52868 21.70174  0.05
C 24.95209 23.28910 22.80634  -0.55
C 24.27921 24.56663 22.41368  -0.72
N 22.88798 24.38379 22.10932  -0.23
C 22.57188 23.70282 20.85622  0.62
C 21.08274 23.55217 20.74461  -0.49
O 20.53568 24.84807 20.51883  -0.52
C 19.13642 24.74870 20.30858  -0.27
H 26.50810 20.95642 22.56278  0.53
H 25.59580 20.72030 20.96309  -0.51
H 24.62946 20.87184 22.45409  -0.10
H 25.70645 23.41118 23.54553  0.65
H 24.20309 22.68821 23.32598  -0.15
H 24.81872 24.98197 21.51189  0.14
H 24.30005 25.36084 23.20511  0.48
H 22.44877 25.30604 22.05264  0.30
H 23.15002 22.80978 20.86511  -1.30
H 22.90084 24.36944 19.97102  0.48
H 20.80538 23.06467 21.70057  0.76
H 20.79445 22.88808 19.96168  -0.12
H 18.81733 25.77866 20.22783  0.45
H 18.64450 24.15597 21.14770  0.32
H 18.85384 24.23303 19.34715  -0.30
C 27.95412 13.37542 17.75932  -0.54
O 27.08262 13.47521 18.81625  -0.27
C 27.63866 13.75824 20.08819  -0.02
C 26.58934 13.56397 21.22616  -0.93
N 25.32435 14.25450 20.92261  0.45
C 24.27767 14.04826 21.91130  -0.32
C 22.90583 14.06324 21.28327  0.00
O 22.78990 13.03573 20.28417  -0.44
C 21.68294 13.23619 19.37416  -0.23
H 28.45801 14.34821 17.59579  0.04
H 27.34401 13.09427 16.89775  0.18
H 28.77020 12.62748 18.00286  0.34
H 28.03738 14.80681 19.99670  -0.14
H 28.42719 12.99653 20.42464  0.44
H 27.09883 13.92143 22.09321  0.24
H 26.41626 12.51730 21.48350  0.58
H 24.97430 14.14843 19.96082  -0.06
H 24.34081 14.79318 22.71050  -0.31
H 24.46574 13.07228 22.39386  0.60
H 22.63882 15.09818 20.85665  -0.33
H 22.17551 13.87264 22.10868  0.46
H 22.08524 12.76176 18.50175  0.23
H 21.38238 14.32353 19.21146  -0.12
H 20.74492 12.66490 19.69536  0.31